53
Properties=species:S:1:pos:R:3:forces:R:3:nbo_charge:R:1 method="wB97M-V/def2-TZVPD" de_lowest_kcal_mol=55.25 fmax_ha_per_bohr=0.0143 homo_ev=-8.49
O -0.714711 0.407755 -1.315662 0.000 0.000 0.000 -0.639
C -0.029072 1.119952 -2.032107 0.000 0.000 0.005 0.660
C -0.022212 2.596821 -1.949671 0.003 0.001 0.000 -0.353
C -0.375065 3.248180 -0.841543 0.002 -0.001 -0.002 0.133
C -0.289802 4.750443 -0.679430 0.001 0.004 0.001 -0.442
C -1.112112 5.045124 0.578716 0.008 0.002 0.001 -0.399
C -0.857455 3.813377 1.449860 -0.009 0.001 0.015 -0.402
C -0.888282 2.652623 0.449230 -0.003 -0.002 -0.001 -0.464
N 0.831386 0.589549 -2.964695 0.007 -0.003 -0.012 -0.610
C 1.262457 -0.787386 -2.788577 -0.012 -0.010 -0.001 -0.252
C 2.333098 -0.857929 -1.736617 0.006 0.007 0.001 0.272
C 2.805726 -2.108657 -0.966960 -0.015 -0.003 0.008 -0.419
C 3.453318 -1.010287 -0.086886 -0.337 0.048 0.107 0.107
N 3.873344 -1.273973 1.280555 0.533 -0.181 0.025 -0.666
C 4.270674 -0.065951 1.927804 -0.371 0.380 -0.505 0.685
O 5.355649 0.452483 1.771931 0.176 -0.250 0.366 -0.567
C 3.216800 0.594939 2.696332 -0.009 -0.005 0.005 0.008
C 1.953797 0.185442 3.024014 0.003 -0.001 -0.004 -0.200
C 1.353198 1.272069 3.725734 0.000 0.001 -0.001 -0.185
C 0.105689 1.491202 4.316425 0.000 0.004 0.000 0.444
F -0.814049 0.512724 4.253649 0.000 0.000 -0.001 -0.318
C -0.185417 2.668377 4.946632 -0.004 0.003 -0.005 -0.324
C 0.790315 3.683741 4.998809 -0.001 0.001 -0.008 -0.174
C 2.034497 3.531188 4.434248 -0.003 0.000 -0.002 -0.269
C 2.303917 2.312727 3.798628 -0.003 -0.002 0.001 0.179
N 3.429587 1.873330 3.163922 0.005 0.002 0.000 -0.501
C 4.432143 -0.392025 -1.096904 0.003 -0.001 0.006 -0.099
O 3.572386 -0.312889 -2.249006 0.001 -0.002 0.000 -0.546
C 2.197578 -0.160260 -0.371337 0.000 -0.004 0.000 -0.444
H 0.355593 3.149649 -2.804426 -0.001 0.000 -0.001 0.204
H 0.756202 5.024214 -0.505218 0.000 0.000 -0.002 0.216
H -0.621005 5.284990 -1.569855 -0.002 -0.002 0.000 0.222
H -0.832699 5.982689 1.058888 -0.002 -0.001 0.001 0.211
H -2.173532 5.104323 0.323247 0.000 -0.002 -0.001 0.198
H 0.131145 3.883989 1.914271 0.004 -0.001 0.002 0.199
H -1.584146 3.695295 2.252889 0.003 0.001 0.005 0.215
H -1.910141 2.299154 0.289505 0.000 -0.001 0.003 0.239
H -0.317997 1.777127 0.759226 0.001 0.000 -0.003 0.241
H 1.528385 1.217473 -3.333712 -0.001 0.003 0.003 0.393
H 0.398266 -1.372355 -2.481942 0.005 -0.001 0.005 0.240
H 1.640030 -1.179037 -3.733562 0.003 0.005 -0.001 0.216
H 1.996778 -2.617708 -0.447438 0.001 -0.003 -0.002 0.221
H 3.461228 -2.803640 -1.491608 0.004 0.005 -0.003 0.209
H 4.703404 -1.862905 1.238684 0.003 0.006 -0.003 0.381
H 1.523502 -0.773103 2.792391 -0.001 0.000 0.001 0.249
H -1.159535 2.806645 5.394327 0.000 -0.001 0.000 0.233
H 0.545178 4.610824 5.499915 0.000 0.000 0.000 0.219
H 2.775082 4.318002 4.482595 0.000 0.000 0.000 0.221
H 4.297287 2.366175 3.039792 0.000 -0.001 -0.001 0.433
H 4.782268 0.600171 -0.811112 0.000 0.001 0.001 0.192
H 5.291179 -1.034744 -1.306067 -0.001 0.001 -0.003 0.180
H 2.291175 0.926987 -0.354570 0.002 0.001 -0.001 0.215
H 1.327092 -0.496886 0.184606 0.000 0.002 0.000 0.239

***

11
Properties=species:S:1:pos:R:3:forces:R:3:nbo_charge:R:1 method="wB97M-V/def2-TZVPD" smiles="C=C=C=N.O=BO" de_lowest_kcal_mol=55.73 fmax_ha_per_bohr=0.0740 homo_ev=-8.94
B 1.954634 0.444095 0.367233 -0.840 0.137 0.433 1.243
C -0.940974 -0.861725 0.068674 0.973 -3.025 2.094 0.315
C -1.348065 1.499482 -0.891749 0.399 -2.358 0.798 -0.294
C -1.109576 0.301416 -0.363120 -0.497 2.353 -1.198 -0.175
N -0.456335 -1.798986 0.755088 -0.310 0.898 -0.534 -0.682
O 1.949272 -0.706115 1.012331 1.358 1.340 0.537 -0.894
O 1.780925 1.555632 -0.092228 0.476 0.168 -0.238 -0.883
H -0.699726 2.289698 -0.554811 -0.090 0.549 -0.410 0.245
H -2.124506 1.503965 -1.632342 -0.273 0.885 -0.215 0.216
H 1.782773 -1.473632 0.499554 -0.535 -1.204 -0.536 0.527
H -0.788417 -2.753828 0.831371 -0.662 0.257 -0.730 0.381

***

6
Properties=species:S:1:pos:R:3:forces:R:3:nbo_charge:R:1 method="wB97M-V/def2-TZVPD" de_lowest_kcal_mol=83.38 fmax_ha_per_bohr=0.0887 homo_ev=-8.89
N 1.089546 1.253367 0.330115 -0.997 -2.368 0.163 -0.877
P -0.971838 -0.008395 0.410358 4.512 0.266 0.598 0.386
I 2.622789 -0.114352 -0.401982 -1.143 0.849 0.582 0.182
H 1.041652 1.817750 -0.515101 -0.550 0.132 -0.273 0.328
H -0.355882 -0.637163 -0.721091 -0.576 -0.118 0.296 -0.023
H -0.167109 -0.923611 1.379483 -1.246 1.238 -1.367 0.004

***

40
Properties=species:S:1:pos:R:3:forces:R:3:nbo_charge:R:1 method="wB97M-V/def2-TZVPD" de_lowest_kcal_mol=114.14 charge=-1 fmax_ha_per_bohr=0.1694 homo_ev=-3.89
Pb -28.706310 30.125170 -27.757420 1.532 3.023 -0.563 1.621
O -24.570990 31.517980 -29.242480 0.327 0.133 -0.649 -0.697
C -25.745900 30.998350 -28.883300 -4.334 -1.284 2.714 0.934
O -26.120690 29.871780 -29.314730 1.358 -0.790 -1.599 -0.854
O -26.506320 31.560860 -28.066060 1.057 1.372 0.424 -0.767
H -24.449240 30.899580 -29.966610 1.088 -0.111 -0.595 0.479
O -29.909200 32.810150 -31.131610 -0.854 1.914 -2.259 -0.706
C -29.522250 32.142490 -30.086910 0.699 -1.259 2.477 0.925
O -29.758190 30.958060 -30.018430 -1.550 -5.664 -1.127 -0.838
O -28.984610 32.681650 -29.149500 1.478 3.258 1.983 -0.755
H -29.729160 33.678050 -30.762910 0.022 0.945 -0.626 0.485
O -29.704030 31.793810 -23.804650 -1.770 -1.206 1.978 -0.738
C -28.939660 32.371010 -24.737040 2.681 3.131 -0.425 0.940
O -28.154580 33.240460 -24.365040 0.435 0.241 1.755 -0.758
O -29.085690 32.101320 -25.917290 -1.756 -2.441 -3.185 -0.816
H -30.387120 31.315680 -24.280430 0.191 -0.249 -0.213 0.448
C -29.081360 28.243290 -24.456610 1.293 6.128 -0.005 0.746
O -28.746080 29.241280 -25.104140 -0.794 -0.248 0.872 -0.654
N -29.497390 28.175400 -23.212160 -1.456 0.950 2.199 -0.826
N -28.865940 27.091360 -24.904170 1.512 -7.638 -3.906 -0.824
H -29.598330 27.221030 -22.897350 -0.332 0.983 1.038 0.374
H -29.689510 29.041410 -22.729250 -0.126 -0.410 0.334 0.432
H -29.037470 26.268290 -24.344490 0.266 0.122 -0.208 0.360
H -28.093600 27.020050 -25.551090 -0.334 -0.088 -0.338 0.425
C -32.278010 29.624520 -27.243400 5.086 1.229 -0.489 0.761
O -31.065820 29.570330 -27.476090 -0.571 -1.062 0.154 -0.724
N -32.754090 30.174490 -26.197150 -1.297 2.519 6.254 -0.805
N -33.185210 29.367910 -28.076700 -4.358 -2.641 -4.976 -0.785
H -33.729500 30.187570 -25.935390 0.319 -0.008 -0.288 0.376
H -32.142790 30.701460 -25.589930 0.092 -0.219 -0.198 0.417
H -32.946680 28.940460 -28.960150 -0.165 0.196 0.143 0.416
H -34.144390 29.573240 -27.836050 0.273 -0.198 -0.578 0.380
C -29.581700 26.778560 -28.480790 -1.508 -0.658 -0.339 0.769
O -28.834150 27.628410 -28.196060 3.937 3.219 1.571 -0.671
N -30.445620 26.241490 -27.668880 -2.590 -1.926 3.285 -0.836
N -29.731570 26.312610 -29.681610 -0.061 -1.276 -3.623 -0.826
H -30.378650 26.417760 -26.676640 -0.149 0.087 -0.223 0.416
H -31.155940 25.634940 -28.053130 0.094 0.220 0.647 0.372
H -30.225250 25.432270 -29.718950 0.519 0.288 -1.133 0.375
H -29.140090 26.737100 -30.381650 -0.250 -0.581 -0.283 0.428